ORCA calculation (wB97M-V/def2-TZVPD) on one molecule with the formula C3H3ClS2 at a distorted geometry.

Geometry as XYZ:
```
9
Properties=species:S:1:pos:R:3:forces:R:3:lowdin_charge:R:1
C 1.08127 0.69286 -0.49622 -2.050 -0.350 0.078 -0.96
Cl -2.40595 0.79395 -0.32359 -0.186 0.915 -0.247 0.72
S 1.47911 2.28885 0.27980 -0.421 -0.789 -0.154 0.56
H 0.01223 0.63596 -1.01996 2.832 0.343 0.739 0.03
C -1.71596 -0.53353 0.29794 0.488 -1.569 0.490 -0.66
C -0.65648 -1.22441 0.64349 -0.078 0.046 0.181 -0.53
H 1.93544 0.34733 -1.04177 0.107 0.459 -1.209 -0.02
H -0.81688 -2.27186 0.98772 0.302 0.870 -0.207 0.07
S 1.08724 -0.72916 0.67259 -0.993 0.076 0.329 0.78
```
Positions in Å, forces in eV/Å.

orbital gap (alpha / beta) = 7.92 / 6.29 eV
E_HOMO (alpha / beta) = -8.6 / -8.6 eV
energy relative to the best compared isomer or geometry (same formula, charge and spin) = 4.025 eV
electronic energy = -37347.702 eV
largest force on an atom = 2.946 eV Å⁻¹